22
Properties=species:S:1:pos:R:3 method="wB97M-V/def2-TZVPD" e_tot_ha=-739.33412 orbital_gap_ev="7.8 / 7.8" e_lumo_ev="-0.33 / -0.33" total_charge=0 spin_multiplicity=1 e_above_lowest_kcal_mol=47.9
C 1.18929 -1.12228 1.10985
C 1.59152 0.63927 -0.61631
C -1.67707 0.00600 1.47491
C -0.70470 1.90423 0.14920
C 0.59723 0.03562 0.32657
C -0.42979 -1.26292 -1.58831
N -0.52069 0.66093 0.78722
O 1.77316 -2.11110 0.33540
O 1.21786 -1.22635 2.31405
F -1.43002 -2.11354 -1.33801
F -0.86269 -0.32688 -2.49753
F 0.52954 -2.00166 -2.21594
H 1.04615 0.97398 -1.41625
H 2.24507 -0.04719 -0.89841
H 2.00879 1.45540 -0.22869
H -2.66654 0.31154 1.08907
H -1.58596 -1.07615 1.15007
H -1.56933 0.32931 2.53443
H -0.75535 1.79752 -0.84959
H -1.72174 2.31471 0.53168
H 0.03081 2.76469 0.45176
H 1.69446 -1.90512 -0.60519

***

36
Properties=species:S:1:pos:R:3 method="wB97M-V/def2-TZVPD" e_tot_ha=-2807.58489 orbital_gap_ev=8.3 e_lumo_ev=2.62 total_charge=-1 spin_multiplicity=1
N -2.92685 1.31111 -3.08931
C -2.24533 0.34068 -2.21039
S -2.47909 0.75041 -0.45613
O -1.30274 0.25714 0.22660
O -3.70089 0.06671 -0.09289
N -2.69106 2.31838 -0.40154
S -1.65219 3.18935 0.46308
O -0.28873 3.20711 -0.01415
O -1.81701 3.01667 1.88696
P -2.27421 5.24297 0.20519
O -1.94389 5.58465 -1.35666
O -3.89264 5.18705 0.36760
H -3.76803 0.88000 -3.45438
H -2.32530 1.51085 -3.87836
H -2.67442 -0.65039 -2.33829
H -1.17821 0.35939 -2.41844
H -2.37155 4.99260 -1.99829
H -4.32262 4.50245 -0.17448
C 1.23896 -1.56984 0.78701
C 2.51332 -0.71758 0.65530
C 3.52744 -1.10919 -0.42279
F 4.03597 -2.34480 -0.22261
F 4.56557 -0.23663 -0.39484
F 3.13789 -0.63437 1.85664
F 2.11101 0.53154 0.32214
O 1.21559 -2.57289 1.80760
C 1.70390 -3.83175 1.62642
C 2.86784 -4.13767 2.57742
F 3.88691 -3.27994 2.39706
F 3.32843 -5.39221 2.33004
F 2.03779 -4.08438 0.34311
F 0.71627 -4.70673 1.95658
H 0.45811 -0.87164 1.08816
H 0.91503 -1.96838 -0.17314
H 3.06700 -1.06648 -1.41284
H 2.52772 -4.07419 3.61265

***

22
Properties=species:S:1:pos:R:3 method="wB97M-V/def2-TZVPD" e_tot_ha=-1033.58209 orbital_gap_ev=6.8 e_lumo_ev=3.61 total_charge=-1 spin_multiplicity=1 e_above_lowest_kcal_mol=67.0
C -0.08518 1.69709 0.37627
C 1.01720 2.74889 -0.02239
C -1.38817 -0.86685 -1.80538
C 0.42092 -2.20747 -0.71563
C 0.08819 -1.15822 -1.44778
C 0.37122 0.43116 0.68803
O -0.18464 0.64206 3.31453
O -1.25153 1.99314 0.48255
O 0.59236 -1.50157 2.40609
O -1.60191 -0.74471 1.73764
F 1.70993 0.13750 0.54036
S -0.35671 -0.20755 2.14411
H 2.00581 2.40486 -0.26038
H 0.99621 3.59666 0.69095
H 0.74429 3.36579 -0.90059
H -2.15422 -1.46071 -1.44985
H -1.68546 -0.93680 -2.83484
H -1.68845 0.20037 -1.54728
H 0.47042 -2.09487 1.66031
H 1.46546 -2.53904 -0.71829
H -0.31137 -2.81382 -0.23618
H 0.82565 -0.68592 -2.10225

***

20
Properties=species:S:1:pos:R:3 method="wB97M-V/def2-TZVPD" e_tot_ha=-613.31975 orbital_gap_ev="9.0 / 8.0" e_lumo_ev="-3.92 / -6.07" total_charge=+1 spin_multiplicity=2 e_above_lowest_kcal_mol=55.0
O 2.29872 0.03691 -0.12195
Hg 3.42999 -1.35000 1.60929
O 1.54007 -0.61588 1.84297
C 1.50117 0.10990 0.85154
O 0.28104 0.55944 0.37259
C -0.97020 0.13795 1.02422
H -1.62891 0.98228 0.79715
H -0.70923 0.03289 2.08058
C -1.47473 -1.13867 0.43914
C -1.56944 -2.26589 1.14339
H -1.77444 -1.11546 -0.61226
H -2.02085 -3.16116 0.71351
H -1.14858 -2.34596 2.14817
C 0.80854 0.76491 -1.33215
C -0.01602 1.96368 -1.73431
H 1.72149 0.80100 -1.93180
H 0.36609 -0.18044 -1.66496
H 0.37181 2.88317 -1.27895
H 0.07782 2.06351 -2.82372
H -1.08433 1.83782 -1.52245

***

21
Properties=species:S:1:pos:R:3 method="wB97M-V/def2-TZVPD" e_tot_ha=-1337.58037 orbital_gap_ev=7.8 e_lumo_ev=-0.57 total_charge=0 spin_multiplicity=1 e_above_lowest_kcal_mol=0.0
C 1.58908 2.10136 -2.04642
C -0.18612 -1.92784 1.03824
C -1.58801 -2.31486 1.03230
C -0.47897 0.03373 2.74582
C 0.50739 1.89375 -3.00439
C 0.27191 -0.95782 1.84865
N 1.45594 1.85310 -0.80611
N 1.49106 1.44908 0.23841
S 1.00800 -2.63860 -0.04451
I -0.75917 3.81394 -3.05151
I 0.44111 -1.46228 -1.96991
H 2.36974 2.73146 -2.41869
H -2.21132 -1.44130 1.37228
H -1.92148 -2.70688 -0.05496
H -1.91844 -3.12117 1.81100
H -0.41077 -0.13016 3.81355
H -0.13640 0.92794 2.33466
H -1.50762 -0.16851 2.38389
H 0.88228 1.80908 -4.13216
H -0.21682 1.03061 -2.91267
H 1.31862 -0.77463 1.82254

***

26
Properties=species:S:1:pos:R:3 method="wB97M-V/def2-TZVPD" e_tot_ha=-2266.60696 orbital_gap_ev="8.0 / 6.1" e_lumo_ev="-2.99 / -5.78" total_charge=+1 spin_multiplicity=5 e_above_lowest_kcal_mol=0.0
Ir -0.22256 -0.34052 -0.92572
N 1.91679 -0.36751 -1.05956
C 2.65207 -1.20788 -0.07054
C 2.33737 -0.83051 1.37098
C 1.01350 -1.35499 1.91547
N -0.13959 -0.60900 1.38104
H 2.18527 -0.66850 -1.99508
H 2.28049 0.58093 -0.98806
H 3.72292 -1.10728 -0.25681
H 2.38442 -2.24775 -0.26503
H 2.38856 0.25669 1.49329
H 3.13882 -1.22995 1.99447
H 1.02235 -1.30758 3.00743
H 0.88601 -2.40449 1.64277
H -0.13264 0.34176 1.74242
H -1.01247 -1.02099 1.69885
O -4.91244 4.53079 -1.29076
C -4.10410 3.67102 -1.21602
S -2.33252 3.98529 -1.15985
C -1.85706 2.33363 -1.04829
C -2.86194 1.36528 -1.05127
S -2.50977 -0.28170 -0.90174
S -4.49900 1.92529 -1.15641
S -0.21082 1.91346 -0.86073
O -0.20103 -2.49844 -1.10831
O -0.93262 -3.42705 -0.89257

***

21
Properties=species:S:1:pos:R:3 method="wB97M-V/def2-TZVPD" e_tot_ha=-1067.75227 orbital_gap_ev=4.0 e_lumo_ev=-0.54 total_charge=0 spin_multiplicity=1 e_above_lowest_kcal_mol=6.4
C 9.33801 0.44229 6.03948
C 8.65483 -0.73160 6.09130
C 7.20518 -0.82893 6.30660
C 6.66966 -1.86343 7.05238
O 5.40554 -2.09789 7.24387
O 10.62024 0.59660 5.82006
Li 12.05765 -0.36427 5.68738
K 3.22380 -2.20332 5.61844
H 8.73510 1.37176 6.07301
H 9.21916 -1.67204 6.03555
H 6.67440 0.13120 6.38243
H 7.36702 -2.59525 7.50833
C 5.97710 0.82159 2.63554
C 4.83867 -0.18546 2.57002
O 4.82858 -0.95142 3.76041
H 5.95093 1.47690 1.75399
H 5.89132 1.35424 3.59455
H 6.91554 0.25642 2.75688
H 4.91012 -0.72981 1.61232
H 3.89404 0.36444 2.44289
H 5.72531 -0.91004 4.36160

***

21
Properties=species:S:1:pos:R:3 method="wB97M-V/def2-TZVPD" e_tot_ha=-640.22217 orbital_gap_ev=5.1 e_lumo_ev=-0.72 total_charge=0 spin_multiplicity=1 e_above_lowest_kcal_mol=51.8
C -2.05246 0.67358 -1.16408
C -0.72718 0.77815 -1.45473
C 0.25837 1.57005 -0.66302
C 1.50410 1.59915 -1.38151
O 2.64858 1.43572 -0.85667
O -2.92278 -0.11522 -1.72890
Tl -3.80813 -1.05121 -3.80553
Li 2.82551 0.51477 0.76291
H -2.42623 1.28067 -0.31508
H -0.31406 -0.00291 -2.10673
H 0.16505 0.77156 0.58885
H 1.48236 1.99754 -2.41566
C 0.06482 -2.01855 1.35037
C 0.65518 -0.95269 2.26573
O 1.20433 0.08515 1.50305
H -0.52279 -2.74915 1.92589
H -0.55868 -1.54495 0.57738
H 0.86854 -2.53649 0.80281
H 1.29123 -1.44199 3.02923
H -0.14616 -0.48464 2.86844
H 0.51037 2.19145 0.21725

***

17
Properties=species:S:1:pos:R:3 method="wB97M-V/def2-TZVPD" e_tot_ha=-288.91464 orbital_gap_ev=8.5 e_lumo_ev=-5.50 total_charge=+1 spin_multiplicity=1 e_above_lowest_kcal_mol=105.6
C 2.36146 0.55572 1.07433
C 1.33190 0.66575 0.46317
C -0.91474 0.12741 2.16900
C -0.98152 0.10575 0.80778
C 0.53469 -1.56483 -0.87973
C -0.25496 0.99829 -1.25894
N 0.11961 0.31315 -0.04463
H 3.26622 0.66952 1.67210
H -1.77093 -0.16618 2.77978
H -0.00282 0.20451 2.70430
H -1.99437 0.09090 0.29256
H 1.59327 -1.25178 -1.18363
H 0.20096 -2.23193 -0.04710
H -0.13647 -1.63317 -1.81455
H 0.56072 0.96013 -1.91769
H -1.14779 0.57878 -1.66843
H -0.34902 2.04937 -1.03479

***

17
Properties=species:S:1:pos:R:3 method="wB97M-V/def2-TZVPD" e_tot_ha=-288.96901 orbital_gap_ev=9.4 e_lumo_ev=-4.89 total_charge=+1 spin_multiplicity=1 e_above_lowest_kcal_mol=71.5
C 1.83176 1.69262 0.75927
C 1.72453 0.48412 0.33399
C -1.52755 -0.93314 -1.84123
C -1.88135 -0.55397 -0.62790
C -0.99417 0.27670 1.45997
C 1.75275 -0.75667 -0.10717
N -0.85506 -0.25616 0.31944
H 2.81705 2.19515 0.60050
H -2.39453 -1.20221 -2.47667
H -0.53905 -1.02541 -2.20553
H -2.91670 -0.42235 -0.39592
H 1.08814 2.41079 0.82655
H -0.11754 0.51480 2.00820
H -1.94107 0.28641 2.00800
H 1.75789 -1.52862 0.63684
H 2.03787 -0.98621 -1.17670
H 0.15703 -0.19587 -0.12165

***

17
Properties=species:S:1:pos:R:3 method="wB97M-V/def2-TZVPD" e_tot_ha=-288.92103 orbital_gap_ev=8.4 e_lumo_ev=-5.35 total_charge=+1 spin_multiplicity=1 e_above_lowest_kcal_mol=101.6
C 2.55003 -0.12270 -0.00059
C 1.67657 0.77250 -0.01597
C 1.74070 -1.23657 0.05027
C 0.38246 1.43981 -0.02733
C -1.07658 -0.09302 1.21361
C -1.02798 -0.18024 -1.23276
N -0.36235 0.20742 -0.00663
H 1.50299 -1.77819 -0.85559
H 1.54127 -1.72344 0.99645
H 0.23399 2.05912 0.85968
H 0.23842 2.03544 -0.93174
H -0.46269 0.15169 2.07812
H -2.00868 0.47830 1.27844
H -1.31858 -1.15236 1.24753
H -1.93910 0.40419 -1.39266
H -0.36924 -0.02983 -2.08579
H -1.30123 -1.23213 -1.17502

***

17
Properties=species:S:1:pos:R:3 method="wB97M-V/def2-TZVPD" smiles="C=C/C(C)=C1/C[NH2+]1" e_tot_ha=-289.00117 orbital_gap_ev=10.0 e_lumo_ev=-3.44 total_charge=+1 spin_multiplicity=1 e_above_lowest_kcal_mol=51.3
C -2.45290 -1.00468 0.35681
C 2.32614 0.27221 0.13590
C -1.26940 -0.89415 -0.22340
C -0.32356 0.27532 -0.18355
C 0.93898 -0.05165 -0.15673
C -0.82174 1.62365 0.02708
N 1.98092 -1.13179 0.00599
H -2.82308 -0.34768 1.07770
H -3.00345 -1.87766 0.02934
H 2.88713 0.72292 -0.79052
H 2.55250 0.71088 1.14060
H -1.00241 -1.63222 -0.92713
H -1.16047 1.92022 -0.95014
H -0.00895 2.26534 0.18581
H -1.68850 1.72846 0.60558
H 2.49815 -1.59050 -0.73040
H 1.95255 -1.76581 0.77645